[1]
DFT (ωB97M-V/def2-TZVPD) results for a molecular structure, C24H16F5N2PbS3.

Summary:
Frontier orbital gap (alpha / beta), eV: 5.55 / 5.16
HOMO (alpha / beta), eV: -12.125 / -11.857
Largest force on an atom, eV/Å: 2.39
Energy, a.u.: -2920.08537
LUMO level (alpha / beta), eV: -6.58 / -6.70
Energy above the lowest of the compared OMol25 structures with the same formula, charge and spin, kJ/mol: 165.4

Geometry as ORCA input:
```
! wB97M-V def2-TZVPD RIJCOSX def2/J DEFGRID3
* xyz 1 1
Pb -0.130 0.502 1.044
C 4.256 -2.932 0.415
C 3.318 -1.820 0.111
C 4.049 -0.566 -0.487
C 2.431 -1.538 1.341
C 2.824 -0.609 2.338
C 2.159 -0.524 3.537
C 1.039 -1.319 3.801
C 0.271 -1.190 5.122
C 0.633 -2.195 2.820
C 1.325 -2.319 1.636
H 4.753 -3.424 -0.471
H 3.706 -3.759 0.810
H 5.059 -2.679 1.106
H 2.566 -2.128 -0.668
H 4.742 -0.143 0.238
H 3.317 0.229 -0.723
H 4.545 -0.800 -1.413
H 3.734 -0.026 2.237
H 2.501 0.139 4.285
H -0.622 -0.615 5.012
H 0.920 -0.727 5.877
H -0.053 -2.170 5.538
H -0.231 -2.851 3.002
H 0.921 -3.026 0.902
F -6.747 3.845 -0.305
C -5.878 2.975 0.173
C -5.186 2.170 -0.708
F -5.419 2.334 -1.982
C -4.230 1.329 -0.162
F -3.602 0.500 -0.966
C -4.001 1.253 1.266
S -2.874 0.185 1.916
C -4.746 2.158 2.082
F -4.631 2.134 3.421
C -5.652 3.009 1.560
F -6.442 3.709 2.321
S -0.959 2.131 -0.904
C -0.451 1.288 -2.284
C -0.335 2.046 -3.489
C 0.175 1.515 -4.662
C 0.164 2.348 -5.819
N 0.029 3.084 -6.693
C 0.535 0.122 -4.741
C 0.330 -0.664 -3.648
C -0.062 -0.073 -2.391
S 0.026 -1.151 -1.105
C 0.914 -0.434 -5.995
N 1.033 -0.749 -7.085
H -0.490 3.155 -3.528
H 0.466 -1.729 -3.682
*
```

[2]
DFT (ωB97M-V/def2-TZVPD) results for a molecular structure, C24H16N4O8Pt.

Summary:
Frontier orbital gap, eV: 4.61
HOMO, eV: -15.201
Largest force on an atom, eV/Å: 0.36
Energy, a.u.: -1863.55725
LUMO level, eV: -10.59

Geometry as ORCA input:
```
! wB97M-V def2-TZVPD RIJCOSX def2/J DEFGRID3
* xyz 2 1
Pt 0.469 1.808 0.638
C 0.757 4.733 -0.480
O -0.128 3.581 -0.204
C -1.306 3.423 -0.864
C -1.852 4.372 -1.698
C -3.076 4.091 -2.289
C -3.766 2.885 -2.067
C -3.230 1.936 -1.246
C -1.977 2.181 -0.630
N -1.314 1.285 0.155
N -1.930 0.135 0.345
C -1.370 -0.826 1.062
C -0.023 -0.774 1.791
O 0.844 0.087 1.547
C 0.289 -1.778 2.755
C -0.518 -2.846 2.903
C -1.703 -3.046 2.091
C -2.435 -4.207 2.210
C -3.566 -4.413 1.403
C -3.965 -3.453 0.490
C -3.249 -2.272 0.375
C -2.111 -2.046 1.170
H 0.212 5.634 -0.211
H 1.034 4.702 -1.530
H 1.613 4.575 0.168
H -1.357 5.312 -1.890
H -3.513 4.832 -2.946
H -4.714 2.717 -2.556
H -3.729 0.998 -1.059
H 1.200 -1.646 3.323
H -0.274 -3.608 3.634
H -2.140 -4.964 2.924
H -4.122 -5.336 1.497
H -4.828 -3.624 -0.138
H -3.550 -1.525 -0.344
O 4.429 2.183 1.383
C 3.449 1.786 0.832
O 2.286 2.478 0.905
C 3.425 0.518 0.017
C 2.497 0.309 -0.988
C 2.393 -0.935 -1.579
C 3.259 -1.969 -1.289
C 4.224 -1.706 -0.330
C 4.322 -0.499 0.336
N 5.159 -2.801 0.035
O 5.927 -2.580 0.941
O 5.054 -3.832 -0.589
N 1.243 -1.164 -2.471
O 1.263 -2.123 -3.195
O 0.292 -0.396 -2.337
H 1.848 1.096 -1.340
H 3.187 -2.937 -1.763
H 5.072 -0.353 1.102
*
```

[3]
DFT (ωB97M-V/def2-TZVPD) results for a molecular structure, C24H17BaN4S.

Summary:
Frontier orbital gap, eV: 6.38
HOMO, eV: -9.832
Largest force on an atom, eV/Å: 1.81
Energy, a.u.: -1567.31296
LUMO level, eV: -3.46
Energy above the lowest of the compared OMol25 structures with the same formula, charge and spin, kJ/mol: 100.7

Geometry as ORCA input:
```
! wB97M-V def2-TZVPD RIJCOSX def2/J DEFGRID3
* xyz 1 1
Ba -0.294 -0.156 -0.018
C 0.478 -0.165 4.601
C 1.851 -0.181 4.783
C 2.684 -0.179 3.675
C 2.126 -0.160 2.401
N 0.796 -0.142 2.236
C 0.001 -0.147 3.302
C 2.956 -0.160 1.161
C 4.347 -0.157 1.203
C 5.047 -0.158 0.010
C 4.360 -0.159 -1.191
C 2.968 -0.162 -1.163
N 2.301 -0.166 -0.004
C 2.152 -0.162 -2.412
C 2.725 -0.179 -3.680
C 1.905 -0.182 -4.798
C 0.530 -0.169 -4.632
C 0.038 -0.153 -3.339
N 0.820 -0.148 -2.263
H -0.207 -0.170 5.436
H 2.272 -0.199 5.779
H 3.754 -0.195 3.816
H -1.067 -0.142 3.097
H 4.892 -0.154 2.135
H 6.129 -0.157 0.015
H 4.913 -0.159 -2.117
H 3.796 -0.192 -3.809
H 2.338 -0.197 -5.789
H -0.145 -0.174 -5.475
H -1.033 -0.151 -3.147
S -5.028 -1.783 0.029
C -4.132 -3.228 0.018
C -2.786 -2.999 -0.001
C -2.409 -1.622 -0.008
C -3.542 -0.837 0.007
C -3.615 0.615 0.009
C -4.848 1.291 0.012
C -4.881 2.666 0.014
C -3.684 3.377 0.014
C -2.515 2.650 0.011
N -2.457 1.313 0.008
H -4.652 -4.175 0.026
H -2.073 -3.816 -0.010
H -5.762 0.716 0.012
H -5.828 3.192 0.016
H -3.666 4.457 0.017
H -1.554 3.161 0.012
*
```

[4]
DFT (ωB97M-V/def2-TZVPD) results for a molecular structure, C24H17ClF3N2O4PTi.

Summary:
Frontier orbital gap (alpha / beta), eV: 7.03 / 8.68
HOMO (alpha / beta), eV: -6.894 / -8.982
Largest force on an atom, eV/Å: 0.78
Energy, a.u.: -3285.90379
LUMO level (alpha / beta), eV: 0.13 / -0.30
Energy above the lowest of the compared OMol25 structures with the same formula, charge and spin, kJ/mol: 104.0

Geometry as ORCA input:
```
! wB97M-V def2-TZVPD RIJCOSX def2/J DEFGRID3
* xyz 0 3
Ti -1.317 -1.291 -0.325
O -3.415 0.939 -5.999
C -2.311 1.065 -5.227
O -1.597 2.013 -5.324
C -2.034 -0.101 -4.331
C -1.605 -1.354 -4.721
N -1.353 -2.053 -3.598
N -1.650 -1.347 -2.514
C -2.069 -0.161 -2.926
C -2.553 0.764 -1.834
O -2.738 1.937 -2.063
O -2.713 0.128 -0.705
H -3.919 0.166 -5.720
H -1.448 -1.769 -5.703
H -1.108 -3.026 -3.495
Cl -2.004 -1.205 2.259
C -1.045 -0.226 3.341
C -1.258 -0.403 4.697
C -0.530 0.349 5.604
C 0.406 1.262 5.145
C 0.615 1.419 3.783
C -0.103 0.676 2.847
P 0.051 0.959 1.043
C 0.820 -0.613 0.482
C 0.984 -0.731 -0.916
C 1.518 -1.906 -1.466
C 1.844 -2.970 -0.656
C 1.676 -2.863 0.734
C 1.200 -1.700 1.297
C 1.451 2.121 0.925
C 2.779 1.741 1.125
C 3.793 2.678 1.017
C 3.487 3.999 0.709
C 2.171 4.382 0.502
C 1.153 3.442 0.602
H -1.995 -1.123 5.029
H -0.700 0.219 6.664
H 0.979 1.857 5.843
H 1.347 2.137 3.437
H 0.773 0.117 -1.559
H 1.652 -1.976 -2.538
H 2.219 -3.887 -1.089
H 1.925 -3.698 1.376
H 1.087 -1.633 2.372
H 3.015 0.710 1.362
H 4.823 2.383 1.169
H 4.281 4.729 0.622
H 1.938 5.407 0.248
H 0.123 3.723 0.419
F -1.642 -4.332 0.538
C -1.980 -3.426 -0.432
F -1.660 -4.106 -1.620
F -3.361 -3.424 -0.429
*
```

[5]
DFT (ωB97M-V/def2-TZVPD) results for a molecular structure, C24H17F9N4O4S.

Summary:
Frontier orbital gap, eV: 7.89
HOMO, eV: -8.922
Largest force on an atom, eV/Å: 3.47
Energy, a.u.: -2741.46498
LUMO level, eV: -1.03

Geometry as ORCA input:
```
! wB97M-V def2-TZVPD RIJCOSX def2/J DEFGRID3
* xyz 0 1
C 0.123 0.251 -3.622
C -0.636 -0.777 -2.649
C -0.385 -0.364 -1.171
C 0.733 -0.868 -0.392
C 1.807 -1.898 -0.845
F 1.910 -2.803 0.250
F 1.445 -2.708 -1.906
C 3.290 -1.325 -0.972
F 4.110 -2.464 -1.010
F 3.700 -0.649 0.175
C 3.624 -0.500 -2.272
F 2.885 -0.808 -3.389
F 4.949 -0.817 -2.606
C 3.608 1.092 -2.104
F 3.340 1.656 -3.339
F 4.897 1.480 -1.804
F 2.684 1.559 -1.219
C 0.845 -0.364 1.061
C -0.114 0.566 1.642
C -1.297 1.098 0.876
N -2.310 1.951 1.250
S -3.263 2.091 -0.138
N -2.462 1.130 -1.245
C -1.379 0.612 -0.562
H 0.644 -0.248 -4.478
H 0.919 0.743 -2.982
H -0.559 1.094 -3.934
H -1.751 -0.577 -2.848
H -0.479 -1.851 -2.905
H 1.674 -0.720 1.729
H -0.018 0.890 2.711
C -4.717 -5.768 -0.863
C -5.661 -4.828 -0.466
C -5.596 -3.530 -0.952
C -4.584 -3.186 -1.838
C -3.632 -4.116 -2.235
C -3.702 -5.412 -1.743
N -4.526 -1.821 -2.373
O -5.365 -1.025 -1.990
O -3.643 -1.563 -3.175
H -4.774 -6.783 -0.486
H -6.450 -5.110 0.221
H -6.336 -2.805 -0.636
H -2.839 -3.850 -2.922
H -2.966 -6.147 -2.048
C 2.588 6.111 4.080
C 3.231 5.209 3.241
C 3.030 3.845 3.403
C 2.179 3.397 4.406
C 1.538 4.292 5.253
C 1.746 5.654 5.087
N 1.945 1.959 4.563
O 2.538 1.202 3.814
O 1.167 1.601 5.431
H 2.743 7.177 3.947
H 3.887 5.569 2.458
H 3.536 3.150 2.744
H 0.878 3.946 6.039
H 1.249 6.361 5.740
*
```

[6]
DFT (ωB97M-V/def2-TZVPD) results for a molecular structure, C24H17N10O3SV.

Summary:
Frontier orbital gap (alpha / beta), eV: 5.89 / 5.91
HOMO (alpha / beta), eV: -7.506 / -7.517
Largest force on an atom, eV/Å: 4.66
Energy, a.u.: -3040.15356
LUMO level (alpha / beta), eV: -1.61 / -1.60
Energy above the lowest of the compared OMol25 structures with the same formula, charge and spin, kJ/mol: 291.0

Geometry as ORCA input:
```
! wB97M-V def2-TZVPD RIJCOSX def2/J DEFGRID3
* xyz 0 3
V 0.226 1.750 -0.829
O 4.001 0.718 -0.711
C 2.810 0.842 -0.450
O 1.948 1.272 -1.469
C 2.260 0.716 0.916
C 3.085 0.175 1.947
C 2.484 0.018 3.186
C 1.202 0.525 3.402
C 0.750 0.721 4.755
C -0.386 1.429 4.964
C -1.225 1.869 3.855
C -0.883 1.706 2.559
C 0.413 1.077 2.308
N 0.968 1.150 1.058
H 4.105 -0.148 1.725
H 3.000 -0.407 4.039
H 1.304 0.236 5.567
H -0.787 1.561 6.004
H -2.165 2.346 4.109
H -1.497 1.904 1.646
N -0.556 4.885 -2.437
C -1.490 3.878 -2.711
N -2.618 4.094 -3.430
N -3.165 2.876 -3.557
N -2.620 2.032 -2.664
N -1.517 2.613 -2.163
C 0.633 4.814 -1.634
N 1.420 5.882 -1.313
N 2.216 5.437 -0.316
N 1.931 4.178 -0.068
N 0.948 3.722 -0.933
H -0.789 5.780 -2.711
O -1.038 -0.018 -0.575
S -0.720 -1.208 -1.525
C 0.479 -2.309 -0.800
C 1.708 -2.266 -1.396
C 2.835 -2.682 -0.719
C 2.720 -3.089 0.662
C 1.444 -3.058 1.231
C 0.334 -2.749 0.493
C -1.829 -2.434 -1.820
C -2.480 -3.045 -0.777
C -3.459 -3.964 -0.939
C -3.954 -4.246 -2.260
C -3.400 -3.557 -3.357
C -2.264 -2.748 -3.176
H 1.799 -2.034 -2.464
H 3.786 -2.644 -1.216
H 3.611 -3.425 1.270
H 1.314 -3.242 2.338
H -0.616 -2.817 1.052
H -2.065 -2.858 0.228
H -3.819 -4.574 -0.106
H -4.798 -4.838 -2.410
H -3.744 -3.725 -4.384
H -1.850 -2.121 -3.996
*
```

[7]
DFT (ωB97M-V/def2-TZVPD) results for C24H17N3O3S in the gas phase.

Summary:
Frontier orbital gap, eV: 7.42
HOMO, eV: -8.211
Largest force on an atom, eV/Å: 8.74
Energy, a.u.: -1712.79016
LUMO level, eV: -0.79
Energy above the lowest of the compared OMol25 structures with the same formula, charge and spin, kJ/mol: 327.8
SMILES: O=S(=O)(O)c1cc(-n2nc3ccc4ccccc4c3n2)ccc1/C=C/c1ccccc1

Geometry as ORCA input:
```
! wB97M-V def2-TZVPD RIJCOSX def2/J DEFGRID3
* xyz 0 1
O 0.264 4.813 0.358
S -0.227 3.790 -0.535
O 0.368 3.693 -1.876
O -1.812 3.984 -0.710
C -0.040 2.151 0.327
C -1.117 1.277 0.422
C -1.138 -0.048 0.931
N -2.245 -0.922 0.957
N -3.328 -0.580 0.248
C -3.892 -1.764 -0.018
C -5.032 -2.066 -0.774
C -5.492 -3.448 -0.786
C -4.700 -4.387 -0.250
C -4.958 -5.730 -0.583
C -4.168 -6.784 0.069
C -3.118 -6.481 1.053
C -2.806 -5.189 1.155
C -3.498 -4.144 0.478
C -3.226 -2.721 0.569
N -2.203 -2.282 1.172
C 0.053 -0.377 1.526
C 1.150 0.478 1.473
C 1.122 1.823 1.027
C 2.447 2.482 0.900
C 3.138 2.696 -0.289
C 4.506 3.132 -0.497
C 4.923 3.509 -1.797
C 6.148 3.999 -2.043
C 7.136 4.076 -1.029
C 6.817 3.624 0.255
C 5.492 3.206 0.528
H -1.928 4.573 -1.466
H -2.034 1.571 -0.043
H -5.470 -1.164 -1.307
H -6.446 -3.585 -1.347
H -5.677 -5.952 -1.354
H -4.381 -7.809 -0.191
H -2.463 -7.212 1.414
H -1.892 -4.906 1.758
H 0.193 -1.322 2.048
H 2.036 0.088 1.832
H 2.952 2.699 1.801
H 2.608 2.425 -1.196
H 4.233 3.606 -2.551
H 6.519 4.185 -3.046
H 8.132 4.476 -1.150
H 7.679 3.686 1.013
H 5.377 2.836 1.522
*
```

[8]
DFT (ωB97M-V/def2-TZVPD) results for a molecular structure, C24H17N5S6W.

Summary:
Frontier orbital gap, eV: 5.60
HOMO, eV: -7.339
Largest force on an atom, eV/Å: 0.50
Energy, a.u.: -3654.90181
LUMO level, eV: -1.74
Energy above the lowest of the compared OMol25 structures with the same formula, charge and spin, kJ/mol: 0.0

Geometry as ORCA input:
```
! wB97M-V def2-TZVPD RIJCOSX def2/J DEFGRID3
* xyz 0 1
W -0.141 0.005 0.015
C -0.688 1.246 5.537
C 0.100 2.036 4.713
C -0.057 1.973 3.336
C -1.004 1.122 2.786
C -1.814 0.351 3.606
C -1.647 0.410 4.982
N -1.180 1.120 1.355
C -2.172 2.007 0.947
C -3.066 2.723 1.751
C -4.002 3.537 1.141
C -4.076 3.655 -0.249
C -3.195 2.961 -1.051
C -2.253 2.143 -0.434
N -1.242 1.425 -1.054
N -1.178 1.581 -2.344
C -0.065 1.022 -2.826
C 0.196 1.039 -4.211
C 1.390 0.555 -4.653
C 2.324 0.073 -3.709
C 1.986 0.032 -2.388
N 0.779 0.454 -1.925
H -0.561 1.286 6.612
H 0.844 2.697 5.140
H 0.562 2.568 2.677
H -2.554 -0.301 3.161
H -2.268 -0.202 5.624
H -3.023 2.651 2.828
H -4.692 4.096 1.760
H -4.822 4.297 -0.698
H -3.215 3.038 -2.129
H -0.558 1.457 -4.863
H 1.634 0.555 -5.707
H 3.300 -0.274 -4.015
H 2.666 -0.339 -1.640
S -1.825 -1.431 -1.095
C -0.469 -2.439 -1.387
N 0.671 -2.000 -0.935
C 1.715 -2.868 -1.236
C 3.057 -2.729 -0.888
C 3.955 -3.697 -1.293
C 3.540 -4.805 -2.036
C 2.211 -4.963 -2.379
C 1.308 -3.989 -1.970
S -0.411 -3.938 -2.242
H 3.375 -1.889 -0.289
H 4.998 -3.599 -1.022
H 4.264 -5.550 -2.339
H 1.879 -5.825 -2.944
S -0.307 -1.755 1.765
S 1.036 -1.247 3.251
S 2.692 -0.878 2.135
S 2.004 0.607 0.828
*
```

[9]
DFT (ωB97M-V/def2-TZVPD) results for C24H17N7O in the gas phase.

Summary:
Frontier orbital gap, eV: 8.18
HOMO, eV: -7.974
Largest force on an atom, eV/Å: 4.63
Energy, a.u.: -1383.17733
LUMO level, eV: 0.21
SMILES: O=c1c2cnn(-c3ccccc3)c2n2c(Nc3ccccc3)nnc2n1-c1ccccc1

Geometry as ORCA input:
```
! wB97M-V def2-TZVPD RIJCOSX def2/J DEFGRID3
* xyz 0 1
O -2.257 3.360 -1.422
C -1.769 2.354 -0.903
C -0.602 1.722 -1.579
C 0.272 2.016 -2.647
N 1.303 1.136 -2.756
N 0.969 0.168 -1.824
C 1.422 -1.167 -1.954
C 0.586 -2.306 -1.923
C 1.079 -3.614 -2.026
C 2.403 -3.814 -2.234
C 3.248 -2.648 -2.282
C 2.759 -1.440 -2.079
C -0.118 0.559 -1.033
N -0.759 0.018 0.113
C -0.427 -0.918 1.022
N 0.741 -1.573 1.454
C 2.135 -1.486 1.182
C 2.760 -0.271 0.984
C 4.099 -0.143 0.663
C 4.964 -1.237 0.809
C 4.323 -2.493 1.162
C 2.954 -2.644 1.277
N -1.443 -1.155 1.786
N -2.464 -0.337 1.442
C -1.979 0.447 0.553
N -2.504 1.659 0.117
C -3.562 2.268 0.880
C -4.958 1.838 1.050
C -5.941 2.579 1.690
C -5.587 3.646 2.420
C -4.282 4.208 2.308
C -3.360 3.557 1.545
H 0.299 2.835 -3.292
H -0.497 -2.232 -1.853
H 0.315 -4.474 -2.002
H 2.763 -4.659 -2.624
H 4.311 -2.761 -2.451
H 3.439 -0.611 -2.118
H 0.455 -2.361 1.997
H 2.091 0.607 0.921
H 4.527 0.749 0.368
H 6.031 -1.267 0.549
H 5.033 -3.310 1.384
H 2.306 -3.493 1.440
H -5.293 0.813 0.644
H -7.014 2.360 1.855
H -6.319 4.279 2.907
H -4.034 5.137 2.723
H -2.420 4.095 1.760
*
```